Entry 1:
DFT (ωB97M-V/def2-TZVPD) results for 2 unconnected molecules or ions with the total composition C3H9N2O at a distorted geometry.

Computed properties:
**Relative energy (zero: lowest compared OMol25 entry of this formula, charge and spin)**: 1.990 eV
**E_LUMO**: -3.37 eV
**HOMO level**: -14.82 eV
**Calculated total energy**: -8277.08418 eV
**Multiplicity**: 1
**Gap between HOMO and LUMO**: 0.421 Ha
**Charge**: +1
**F_max**: 2.8 eV/Å

Last column: Mulliken charge in e.
Cartesian coordinates (Å):
C (-1.072, -1.949, -1.061)  -0.21
N (-1.486, -1.497, 0.077)  -0.53
H (-0.558, -1.281, -1.768)  0.21
H (-1.170, -3.016, -1.345)  0.27
H (-1.805, -2.279, 0.686)  0.22
O (1.647, 0.237, -0.824)  -0.43
C (1.648, 0.708, 0.311)  0.12
C (0.427, 1.231, 1.092)  -0.55
N (-0.793, 1.173, 0.273)  -0.23
H (2.556, 0.711, 0.939)  0.36
H (0.281, 0.599, 1.977)  0.34
H (0.632, 2.300, 1.322)  0.38
H (-1.516, 1.697, 0.762)  0.37
H (-0.596, 1.570, -0.642)  0.37
H (-1.066, 0.128, 0.162)  0.30



Entry 2:
DFT (ωB97M-V/def2-TZVPD) results for 2 unconnected molecules or ions with the total composition C3H9N2O at a distorted geometry.

Computed properties:
**Relative energy (zero: lowest compared OMol25 entry of this formula, charge and spin)**: 9.471 eV
**E_LUMO (spin up / spin down)**: -8.18 / -6.72 eV
**HOMO level (spin up / spin down)**: -14.02 / -15.10 eV
**Calculated total energy**: -8269.60257 eV
**Multiplicity**: 1
**Gap between HOMO and LUMO (spin up / spin down)**: 0.215 / 0.308 Ha
**Charge**: +1
**F_max**: 5.5 eV/Å

Last column: Mulliken charge in e.
Cartesian coordinates (Å):
C (-3.032, -0.053, -0.055)  -1.15
C (3.915, -0.075, -0.057)  -0.36
C (-1.575, 0.381, 0.139)  -0.34
N (1.192, -0.171, 0.071)  -0.16
N (0.363, -1.027, 0.012)  0.03
O (-0.883, -0.897, -0.041)  -0.06
H (-3.669, 0.676, 0.423)  0.37
H (-3.395, -0.129, -1.181)  0.29
H (-3.012, -0.981, 0.275)  0.37
H (4.484, 0.746, -0.202)  0.32
H (3.710, -0.766, -0.791)  0.31
H (3.618, -0.130, 0.915)  0.33
H (-1.499, 0.680, 1.202)  0.38
H (-1.378, 0.960, -0.718)  0.42
H (1.161, 0.787, 0.005)  0.26



Entry 3:
DFT (ωB97M-V/def2-TZVPD) results for 2 unconnected molecules or ions with the total composition C3H9N2O at a distorted geometry.

Computed properties:
**Relative energy (zero: lowest compared OMol25 entry of this formula, charge and spin)**: 8.942 eV
**E_LUMO (spin up / spin down)**: -6.58 / -5.01 eV
**HOMO level (spin up / spin down)**: -13.89 / -13.92 eV
**Calculated total energy**: -8270.13152 eV
**Multiplicity**: 1
**Gap between HOMO and LUMO (spin up / spin down)**: 0.269 / 0.328 Ha
**Charge**: +1
**F_max**: 3.4 eV/Å

Last column: Mulliken charge in e.
Cartesian coordinates (Å):
C (-0.791, -0.473, 0.611)  0.06
C (-1.796, 0.520, -1.278)  -0.83
C (2.970, -0.157, 0.719)  -0.58
N (-1.858, -0.052, 0.063)  0.17
N (1.877, 0.131, -0.196)  -0.37
O (-3.190, -0.086, 0.450)  -0.31
H (-0.385, -0.714, 1.525)  0.40
H (-1.805, -0.413, -2.003)  0.31
H (-2.687, 1.134, -1.460)  0.33
H (-0.832, 1.135, -1.338)  0.36
H (2.627, -0.115, 1.768)  0.24
H (3.690, 0.635, 0.381)  0.26
H (3.271, -1.101, 0.407)  0.31
H (1.962, -0.364, -1.075)  0.25
H (-3.052, -0.081, 1.427)  0.39